# 1
2 unconnected molecules or ions with the total composition C5H13NOSi in a non-equilibrium geometry, computed with ωB97M-V with the def2-TZVPD basis set.

CARTESIAN COORDINATES (ANGSTROEM)
C: -0.0281 -1.8553 -0.3925
C: 0.5791 -0.8168 0.1805
C: 0.5363 -0.6871 1.7429
Si: 2.0277 0.1016 -0.7125
H: -0.5756 -2.5499 0.2860
H: 0.1010 -1.8790 -1.4777
H: 1.2985 -1.3415 2.0255
H: -0.4720 -1.1127 1.9248
H: 0.4125 0.3103 2.1986
H: 1.7774 0.3045 -2.1042
H: 3.1101 -0.9165 -0.2358
H: 2.5725 1.3234 -0.0904
C: -0.8169 2.0416 0.2053
C: -1.1289 0.9152 -0.6102
N: -2.0484 0.1572 -0.1669
O: -2.4476 -1.0255 -0.8108
H: -1.3314 1.8121 1.2191
H: 0.3226 2.0760 0.2630
H: -1.2470 3.0278 -0.2194
H: -0.6426 1.2015 -1.5848
H: -1.9991 -1.0867 -1.6407

## Properties
* largest force on an atom: 3.9 eV/Å
* spin multiplicity: 1
* HOMO-LUMO gap: 9.9 eV
* energy relative to the best compared isomer or geometry (same formula, charge and spin): 158.0 kcal/mol

Charges per atom according to Mulliken partitioning, unit e:
1. C -1.093
2. C 0.551
3. C -1.342
4. Si 0.427
5. H 0.216
6. H 0.507
7. H 0.463
8. H 0.379
9. H 0.280
10. H -0.135
11. H -0.113
12. H -0.106
13. C -0.724
14. C -0.076
15. N -0.326
16. O -0.313
17. H 0.254
18. H 0.105
19. H 0.318
20. H 0.398
21. H 0.330

***

# 2
2 unconnected molecules or ions with the total composition C8H5BrN2O2 in a non-equilibrium geometry, computed with ωB97M-V with the def2-TZVPD basis set.

CARTESIAN COORDINATES (ANGSTROEM)
C: 1.9095 0.0363 1.9160
C: -2.5285 0.2085 -0.4575
C: -1.6686 1.0527 -1.1258
C: -2.0029 -0.5101 0.6154
C: -0.3734 1.2236 -0.7764
C: -0.7175 -0.4227 0.9611
C: 0.1302 0.3675 0.1869
C: 1.4976 0.5192 0.6797
N: 2.0581 -0.4525 2.9593
N: 2.4597 -1.7432 -1.0976
O: 2.8601 -1.0124 -1.9521
O: 1.9578 -2.8259 -1.1156
Br: 2.7290 1.4348 -0.3500
H: -3.5655 0.2382 -0.5929
H: -2.0780 1.8717 -1.6656
H: -2.7364 -1.0540 1.1648
H: 0.3219 1.9131 -1.2680
H: -0.2531 -0.8446 1.9183

## Properties
* largest force on an atom: 3.2 eV/Å
* spin multiplicity: 1
* HOMO-LUMO gap (alpha / beta): 8.2 / 6.4 eV
* energy relative to the best compared isomer or geometry (same formula, charge and spin): 47.7 kcal/mol

Charges per atom according to Mulliken partitioning, unit e:
1. C 0.242
2. C -0.503
3. C -0.522
4. C -0.290
5. C -0.531
6. C -0.574
7. C 1.285
8. C -0.231
9. N -0.454
10. N 0.749
11. O -0.336
12. O -0.409
13. Br -0.086
14. H 0.414
15. H 0.342
16. H 0.399
17. H 0.253
18. H 0.251